No. 1
# C12H22N4O4S

One molecule with the formula C12H22N4O4S at a distorted geometry (ωB97M-V/def2-TZVPD, the OMol25 dataset).

XYZ file:
```
43
Properties=species:S:1:pos:R:3
H -3.5012 2.1437 2.0090
H -0.0536 2.1664 2.3238
C -0.2450 -1.0565 -2.1474
C -0.7780 -2.5305 -2.0172
H -0.2691 -5.3622 -2.9599
O 1.6105 0.8490 -1.1739
H 0.7530 -0.9784 -2.6506
C 2.1537 1.1858 1.7370
H 0.6993 -0.4406 1.8155
H 1.8849 0.1804 3.6800
O -1.5229 -2.9644 -1.1717
C -0.4592 -0.2175 -4.3792
C -2.4925 2.1860 2.3093
O -0.0671 -1.1350 -5.0542
H 2.2613 2.2855 1.4762
H 3.3317 1.2021 3.6584
H -2.0726 -0.8547 -3.1484
H 2.5453 3.1011 6.0129
C -1.1233 -4.6689 -3.1763
O -2.1422 0.1754 0.9887
N -0.3001 1.4015 1.6331
N -0.2269 1.0363 -4.7840
H -1.9966 3.1842 1.9910
H 2.8626 1.4477 6.0655
H -0.0021 1.2615 -5.7018
C -1.6214 1.1501 1.5821
C 0.8337 0.2381 -0.3750
H -1.5690 -4.9398 -4.1743
C 2.1019 2.1674 5.9205
C -1.1642 -0.3305 -3.0613
S 1.4178 2.2811 4.1755
C 2.3489 1.1048 3.2097
H -0.8155 -0.9772 -0.0866
H -2.6033 1.7905 3.3550
C 0.7791 0.5567 1.2247
N -0.5480 -3.3615 -3.0421
H -1.8552 -4.8633 -2.3710
H -1.2336 0.6930 -2.6844
H -0.3225 -2.9012 -3.8902
H 1.2884 1.8900 6.6053
H -0.5956 1.7502 -4.2190
N -0.2238 -0.4772 -0.7776
H 2.9324 0.6309 1.2731
```

Summary:
energy = -37786.3685 eV
orbital gap = 9.407 eV
E_HOMO = -8.7 eV
relative energy (zero: lowest compared OMol25 entry of this formula, charge and spin) = 59.93 kJ/mol
structure (SMILES) = CNC(=O)[C@@H](CC(N)=O)NC(=O)[C@@H](CCSC)NC(C)=O
strongest force on any atom = 3.8 eV/Å

=====

No. 2
# C12H23BN5O2S2TeZn

C12H23BN5O2S2TeZn as an isolated structure (ωB97M-V/def2-TZVPD, the OMol25 dataset).

XYZ file:
```
47
Properties=species:S:1:pos:R:3
O -0.9615 1.8375 -0.2633
Te -1.6863 0.6473 3.0970
H 2.3859 -4.5059 0.9109
C 2.1470 -3.6276 0.3384
H 2.0088 -1.3423 2.6937
H 0.7148 3.4552 -2.5351
H -0.4139 1.5637 5.2301
H 1.2365 -2.4483 -3.3670
H -0.3891 2.7880 3.9290
O -1.0050 3.2870 1.4690
H -3.4398 0.9003 -1.0139
B 1.2366 -1.5309 -2.5825
C 2.7044 -2.0245 2.2098
N 2.2269 -2.3552 0.8755
C 1.7269 -3.4796 -0.9361
H -4.0080 -0.7011 -1.5173
H 2.7780 -2.9441 2.7833
C -0.4711 -0.0110 -3.7160
H 0.7657 1.4244 3.8896
H 0.2552 0.1399 -4.4955
H -0.4340 4.6478 -0.9397
C -1.2749 -0.8443 -1.8482
C 0.1783 3.8591 -0.5092
H -1.6263 -2.0063 3.4015
N -2.2278 -0.0745 -2.4234
C 1.8728 -1.4643 -0.0682
H -4.1472 0.6748 -2.6318
Zn -0.5551 0.0817 0.7793
H 3.6807 -1.5473 2.1598
S -1.5373 -1.6590 -0.3299
H 2.0411 -0.6683 -2.8467
N 0.7353 3.0116 -1.6202
C -1.7343 0.4510 -3.5935
H -1.8484 -1.2493 4.9956
C -0.6974 2.9346 0.3500
C -3.5391 0.2176 -1.8561
C -0.2336 1.7411 4.1728
H 1.5307 -4.2133 -1.6964
S 1.7163 0.2483 0.1769
H 0.9744 4.2986 0.0820
H -2.3223 1.0882 -4.2305
H -0.2297 -1.2938 4.2461
H 1.6822 2.6782 -1.4332
N 1.5578 -2.1326 -1.1787
N -0.1921 -0.8174 -2.6315
C -1.2971 -1.2068 4.0612
H 0.1152 2.1717 -1.5873
```

Summary:
energy = -102419.5613 eV
orbital gap = 8.625 eV
E_HOMO = -11.2 eV
relative energy (zero: lowest compared OMol25 entry of this formula, charge and spin) = 0.00 kJ/mol
net charge = +1
strongest force on any atom = 0.6 eV/Å

=====

No. 3
# C12H23Br3Cl2N5O2P

C12H23Br3Cl2N5O2P as an isolated structure at a distorted geometry (ωB97M-V/def2-TZVPD, the OMol25 dataset).

XYZ file:
```
48
Properties=species:S:1:pos:R:3
Cl 3.4444 -4.9425 -0.3424
H -1.5545 2.0863 2.5019
Br 3.6671 -2.4746 -0.9247
H -1.1638 0.3510 -3.2133
H 1.7260 1.4832 0.6479
H 0.4656 2.2609 -0.4187
C 1.0426 -1.3232 -2.8204
H -1.4373 1.0029 -1.5391
Br 0.0272 -1.9420 -4.4492
C -0.0225 -0.0580 5.1288
Cl 3.5234 1.2375 -1.7135
N 1.1201 -0.6544 5.3437
H 2.8161 -0.1787 -3.9503
C 1.8418 -0.0427 -3.3916
P 2.0301 -2.9266 -2.4004
N -0.2254 1.3082 4.6283
H 1.2601 1.9967 -2.4313
H 1.2503 2.4527 3.5181
O 2.8645 -3.2684 -3.8814
C 0.7873 1.2629 0.0245
H -1.3808 0.6735 0.5906
H -0.0585 2.9260 1.6621
H 2.0514 -0.1832 -0.5849
C 0.1575 -0.6633 -1.6190
C 0.5067 1.5872 3.3652
Br -0.2313 -2.3175 -0.5254
H -5.2972 0.7847 -1.5220
C -0.4816 1.9891 2.1485
H -2.4643 -1.9133 -2.3288
H -1.5435 -0.3913 6.3735
C 1.7497 1.0018 -2.1863
C -2.5190 -0.8997 -1.8316
C -0.3522 0.8128 1.0484
H -0.0782 2.0231 5.3453
N -4.3747 1.0810 -1.8820
H -3.7884 1.4383 -1.1190
H -2.7468 -0.9252 -0.7194
N 1.1856 0.2249 -0.9968
N -1.2545 -0.8182 5.4703
H 1.8633 0.0136 5.0867
C -3.7542 -0.0959 -2.5009
H 3.5410 -2.5531 -3.9800
H 1.1197 0.3407 -4.1992
H -0.0557 -0.1926 1.5022
H 1.1431 0.6870 3.0625
O -4.1918 -0.5117 -3.5924
H -0.9819 -1.7771 5.7289
C -1.2265 0.0273 -2.1131
```

Summary:
energy = -268817.9506 eV
orbital gap = 4.847 eV
E_HOMO = -5.7 eV
strongest force on any atom = 4.3 eV/Å

=====

No. 4
# C12H23Cl4I2NO2PS

A 2-piece molecular cluster, C12H23Cl4I2NO2PS overall (ωB97M-V/def2-TZVPD, the OMol25 dataset).

XYZ file:
```
46
Properties=species:S:1:pos:R:3
Cl 5.3249 4.9765 -0.0147
H -2.0861 0.5375 -2.7600
H 0.3606 0.6270 -2.5187
H 2.9648 -0.7712 -0.0202
C -0.0394 -0.5096 1.1555
H -0.7094 2.0202 1.9710
H 2.3847 -2.3856 -1.6403
C -1.5675 -3.0878 0.8565
C -1.7096 0.7216 -0.2363
C -1.4775 1.2764 2.1994
H -2.5689 -2.2554 2.6075
C -2.4516 1.1152 1.0535
H -2.2799 -3.8562 0.5597
H -3.8646 0.2017 -1.5355
C 4.4585 4.1784 -1.3194
Cl 4.3006 5.2581 -2.6962
H -2.9900 2.0534 0.8914
H 0.4309 -1.4669 1.3829
H -1.9141 -3.8613 2.8471
H -0.0756 0.0515 3.1548
P -2.7901 1.0955 -1.6867
H -0.9316 1.4847 -0.3849
H -0.7970 -2.5307 2.8536
H 4.2177 -0.5749 -1.2611
H -1.9482 1.5323 3.1497
H 0.7423 0.2281 0.9655
H 3.3029 0.8302 -0.7074
H 0.9638 0.9119 -0.8905
H 2.5111 0.0343 -2.9469
C -1.9035 -1.8624 -0.0110
Cl 5.3253 2.7150 -1.8043
C -1.7076 -2.9007 2.3718
C 3.2304 -0.2345 -0.9416
H -1.4211 -0.7476 2.6821
N -0.7521 -0.0281 2.3945
C 0.8152 0.1355 -1.6516
I -2.4150 -2.6039 -1.9634
O 2.0745 -1.8371 -2.3683
S -3.2160 2.9779 -1.7718
Cl 2.8293 3.7274 -0.7481
O -0.0813 -0.8695 -1.1807
C 2.1965 -0.4752 -2.0297
H -3.2084 0.3612 1.3118
H -2.8713 -1.5113 0.3658
C -0.9480 -0.6259 -0.0989
I 0.2914 -4.0558 0.4140
```

Summary:
energy = -104809.9571 eV
orbital gap = 8.453 eV
E_HOMO = -11.7 eV
net charge = +1
strongest force on any atom = 0.4 eV/Å

=====

No. 5
# C12H23F4NO8S2

A 2-piece molecular cluster, C12H23F4NO8S2 overall at a distorted geometry (ωB97M-V/def2-TZVPD, the OMol25 dataset).

XYZ file:
```
50
Properties=species:S:1:pos:R:3
O 0.0604 4.2415 -0.6112
O -2.2595 -0.5974 -3.4526
F 0.4892 3.8709 -3.1342
H -2.0271 2.3110 0.1765
C 1.9546 0.4824 4.7389
C 0.8232 -1.5592 4.4892
H -2.9907 -2.1137 -0.9378
H -1.2155 -0.0885 0.9673
H 3.6162 -0.9013 4.8001
C -3.5865 -1.1914 -1.0840
F -0.2237 -3.6041 3.8986
C -3.1576 -0.0275 -0.1364
C 2.8649 -1.8896 -1.6317
H 2.2977 -2.7017 -2.1357
C 1.5920 -0.1693 -2.9904
H -4.6381 -1.4475 -0.8190
C 3.0358 -0.6303 -2.5608
H 3.6066 0.1511 3.3952
H 3.5136 -1.0140 -3.4908
C 3.3984 0.1138 4.4662
C -1.2100 1.6933 -0.2596
H 1.7679 1.5067 4.4170
H 4.0725 0.7983 4.9816
H -3.4984 -0.3221 0.8839
H 1.5063 0.0757 -4.0664
O 1.0583 -0.3486 3.9814
O -4.5393 0.5448 -3.1352
C -1.5977 0.1966 -0.0380
H 1.2250 0.6453 -1.0271
C 1.0410 0.9816 -2.0692
O 1.2947 -1.9832 5.4975
N -1.0148 2.0644 -1.6722
S -3.6064 -0.7809 -2.8606
H -4.3485 0.8044 -4.0501
F 0.1249 -2.2089 2.3115
O -0.3331 1.1436 -2.4256
H 1.7186 0.4291 5.8026
F -1.4151 -1.8302 3.7630
O -1.7407 4.4757 -2.1964
H -1.1206 -0.5106 -0.7499
C -0.1739 -2.3094 3.6119
H 0.9094 -1.0341 -2.8076
S -0.5198 3.6960 -1.8704
H 1.6859 1.8665 -2.2636
H 2.3093 -1.5741 -0.7244
H -3.6586 0.9358 -0.3694
O -4.2603 -1.9403 -3.5366
H -0.3142 1.9016 0.3696
H 3.6310 0.1746 -2.0869
H 3.8529 -2.3263 -1.3583
```

Summary:
energy = -63223.1468 eV
orbital gap = 10.424 eV
E_HOMO = -10.3 eV
structure (SMILES) = CCCCON(CCCCS(=O)(=O)O)S(=O)(=O)F.CCOC(=O)C(F)(F)F
strongest force on any atom = 6.8 eV/Å

=====

No. 6
# C12H23N3O3S

One molecule with the formula C12H23N3O3S at a distorted geometry (ωB97M-V/def2-TZVPD, the OMol25 dataset).

XYZ file:
```
42
Properties=species:S:1:pos:R:3
H 3.2296 0.3447 0.2138
H -0.5236 -6.5271 -1.2868
C -0.6044 -2.2743 -2.0683
O -2.5692 -0.9497 -0.4779
H 2.6813 1.2783 1.6333
H -2.4407 1.3994 -3.9105
H -1.6214 1.3273 2.4725
H 0.5464 -3.6717 -3.2803
C -1.3989 -0.9968 -0.0683
C 0.4983 -3.3350 -2.2342
H 2.1093 -5.6158 -2.1844
N 0.4147 0.2523 1.1371
C -1.4750 0.9413 -4.0336
H -1.5935 -2.7723 -2.1605
H -2.0831 -0.3620 -2.3915
H -0.7320 1.7208 -3.7946
H 3.5567 -0.2903 1.8630
C 1.5250 -0.4927 1.1854
C 0.4298 -4.5474 -1.2887
H -1.1104 -0.8706 2.0437
C 2.8261 0.2655 1.2101
C -0.9829 -0.2029 1.1820
H -1.3806 0.6191 -5.0848
O 1.4604 -1.7267 1.2157
O 0.5391 -1.1056 -3.9248
C -0.4202 -1.1724 -3.1419
C 1.7545 -5.2652 -1.1889
H 1.6213 -6.0722 -0.4888
H 0.5148 1.2542 1.1034
H -0.4616 -5.7647 -2.8522
H 0.4339 -1.7296 -0.2967
H -1.6122 -5.1655 -1.6112
H 0.1130 -4.2604 -0.2664
C -0.5840 -5.5784 -1.7880
H -2.6965 2.2023 -0.5120
C -1.8554 0.9940 1.4498
N -0.4495 -1.6482 -0.7577
H -2.8999 0.7380 1.3674
H 2.4947 -4.6130 -0.7399
S -1.5720 2.3247 0.2407
N -1.4081 -0.2415 -3.1406
H 1.4346 -2.8353 -2.0061
```

Summary:
energy = -34266.8712 eV
orbital gap = 9.660 eV
E_HOMO = -9.3 eV
relative energy (zero: lowest compared OMol25 entry of this formula, charge and spin) = 0.00 kJ/mol
structure (SMILES) = CNC(=O)[C@@H](CC(C)C)NC(=O)[C@H](CS)NC(C)=O
strongest force on any atom = 1.9 eV/Å

=====

Question: Which of these has the lowest energy?
Answer: C12H23Br3Cl2N5O2P

=====

Question: The lowest energy belongs to which entry?
Answer: C12H23Br3Cl2N5O2P

=====

Question: Look up the E_HOMO of the first one.
Answer: -8.7 eV

=====

Question: The highest orbital gap belongs to which entry?
Answer: C12H23F4NO8S2